(1)
C14H11N4O3S2Ti | wB97M-V/def2-TZVPD

Summary:
Frontier orbital gap (alpha / beta) ... 0.182 / 0.236 hartree
ΔE to the lowest compared entry with this formula, charge and spin ... 26.5 kcal per mole
Highest occupied orbital energy (alpha / beta) ... 0.162 / -1.324 eV
DFT total energy ... -2630.8458 hartree
Total charge ... -2
Spin multiplicity ... 2

Atoms and positions in Å:
Ti  -0.721  0.031  0.382
N  -2.106  0.480  -3.977
C  -1.728  0.824  -2.676
S  -0.069  1.143  -2.359
N  -2.687  0.896  -1.810
N  -2.167  1.169  -0.541
C  -2.551  2.298  0.026
C  -1.714  2.861  1.003
C  -1.997  4.071  1.696
C  -1.101  4.574  2.595
C  0.105  3.876  2.839
C  0.319  2.707  2.132
N  -0.520  2.208  1.235
H  -1.409  0.745  -4.653
H  -3.048  0.765  -4.202
H  -3.403  2.839  -0.378
H  -2.932  4.580  1.489
H  -1.313  5.500  3.119
H  0.837  4.226  3.554
H  1.221  2.125  2.299
O  -0.277  -3.004  -2.334
C  0.126  -2.480  -1.306
O  -0.372  -1.417  -0.782
C  1.347  -3.045  -0.592
C  2.008  -4.073  -1.264
C  3.139  -4.685  -0.753
C  3.626  -4.253  0.478
C  2.983  -3.239  1.159
C  1.829  -2.601  0.661
S  1.052  -1.428  1.718
H  1.591  -4.375  -2.217
H  3.634  -5.480  -1.300
H  4.511  -4.710  0.909
H  3.356  -2.906  2.121
O  -1.571  -0.222  1.731

(2)
C14H11NSSr | wB97M-V/def2-TZVPD

Summary:
Frontier orbital gap ... 0.207 hartree
Highest occupied orbital energy ... -14.337 eV
DFT total energy ... -1023.1052 hartree
Total charge ... +2
Spin multiplicity ... 1

Atoms and positions in Å:
C  1.604  -2.951  -1.061
C  2.289  -1.867  -1.505
C  2.254  -0.609  -0.711
C  3.301  -0.173  0.097
C  3.181  1.010  0.805
C  2.024  1.758  0.752
C  0.959  1.331  -0.024
C  1.093  0.167  -0.769
S  -0.276  -0.297  -1.820
C  -1.562  0.150  -0.724
C  -2.710  -0.632  -0.635
C  -3.752  -0.297  0.251
C  -3.590  0.842  1.035
C  -2.443  1.628  0.951
C  -1.401  1.308  0.071
N  -0.261  2.087  -0.040
H  1.775  -3.270  -0.030
H  0.889  -3.491  -1.670
H  2.869  -1.895  -2.425
H  4.206  -0.759  0.171
H  4.009  1.340  1.418
H  1.940  2.682  1.312
H  -2.778  -1.506  -1.284
H  -4.632  -0.929  0.308
H  -4.378  1.115  1.725
H  -2.374  2.516  1.570
H  -0.237  2.688  0.778
Sr  -1.999  -1.947  1.455

(3)
C14H12B2Br6F24O18P4V2Zr | wB97M-V/def2-TZVPD

Summary:
Frontier orbital gap (alpha / beta) ... 0.115 / 0.140 hartree
Highest occupied orbital energy (alpha / beta) ... -11.512 / -11.512 eV
DFT total energy ... -23087.0392 hartree
Total charge ... +1
Spin multiplicity ... 4

Atoms and positions in Å:
Zr  2.613  -2.500  -0.183
O  -6.131  3.704  -0.532
V  -5.858  2.335  -1.367
O  -7.480  -2.705  1.605
V  -6.583  -1.497  2.111
P  -8.145  0.967  0.465
F  -8.066  -0.565  -0.042
F  -7.975  1.613  -1.000
F  -9.765  0.917  0.391
F  -8.089  2.423  1.138
F  -8.034  0.249  1.958
F  -6.588  0.991  0.472
P  1.848  -4.884  1.373
F  2.608  -6.205  1.037
F  3.252  -4.131  1.225
F  1.759  -4.447  -0.231
F  1.413  -3.297  1.503
F  0.371  -5.367  1.086
F  1.883  -5.014  2.993
P  2.861  -2.068  -3.215
F  4.146  -2.371  -2.250
F  3.338  -3.133  -4.345
F  2.254  -3.215  -2.215
F  1.353  -1.734  -3.798
F  2.519  -1.119  -1.932
F  3.560  -0.864  -3.986
P  5.378  -1.694  0.887
F  6.551  -1.292  -0.140
F  6.209  -2.571  2.002
F  5.551  -0.317  1.644
F  3.925  -1.903  1.586
F  4.214  -0.985  -0.057
F  4.924  -2.970  -0.004
O  -4.594  0.238  1.977
C  -3.427  0.572  1.671
O  -2.379  0.411  2.296
B  -1.206  0.872  1.544
O  -1.810  1.654  0.420
C  -3.040  1.450  0.416
O  -3.917  1.759  -0.401
O  -0.362  -0.222  1.074
C  0.876  0.001  1.309
O  1.786  -0.676  0.913
C  0.968  1.286  2.227
O  -0.315  1.697  2.310
O  1.972  1.730  2.646
O  -5.501  -1.650  0.158
C  -4.751  -1.805  -0.813
O  -3.817  -2.633  -0.923
B  -2.899  -2.262  -2.020
O  -3.642  -1.210  -2.774
C  -4.752  -0.879  -2.057
O  -5.534  0.088  -2.158
O  -1.718  -1.601  -1.365
C  -0.713  -2.399  -1.425
O  0.380  -2.204  -0.805
C  -1.063  -3.568  -2.389
O  -2.274  -3.367  -2.802
O  -0.297  -4.441  -2.764
Br  -2.032  4.063  -1.893
C  -1.915  2.520  -3.156
C  -0.438  2.211  -3.452
Br  0.510  1.191  -1.957
H  -2.606  2.801  -3.950
H  -2.376  1.625  -2.738
H  0.158  3.100  -3.659
H  -0.299  1.504  -4.270
Br  3.541  1.784  -0.410
C  3.882  3.680  -0.295
C  2.552  4.379  -0.108
Br  2.778  6.293  0.260
H  4.403  4.029  -1.186
H  4.463  3.874  0.606
H  2.044  3.886  0.721
H  1.949  4.196  -0.997
Br  5.404  0.513  5.297
C  5.651  2.420  4.784
C  5.739  2.510  3.228
Br  5.915  4.445  2.754
H  6.565  2.822  5.221
H  4.780  2.982  5.121
H  4.910  1.987  2.751
H  6.634  1.992  2.881

(4)
C14H12Cl2Lu2N2O4 | wB97M-V/def2-TZVPD

Summary:
Frontier orbital gap ... 0.095 hartree
ΔE to the lowest compared entry with this formula, charge and spin ... 0.0 kcal per mole
Highest occupied orbital energy ... -18.520 eV
DFT total energy ... -4341.1097 hartree
Total charge ... +4
Spin multiplicity ... 1

Atoms and positions in Å:
Lu  -1.218  0.293  -6.219
Lu  0.392  0.663  -2.712
Cl  -0.474  -1.255  -4.303
Cl  -0.692  2.144  -4.507
C  1.638  2.553  -2.084
C  0.271  -1.170  -7.180
C  0.363  1.379  -7.485
O  2.188  3.514  -1.739
O  1.049  -2.014  -7.368
O  1.202  1.986  -8.016
C  1.101  -0.299  3.613
N  1.101  -0.190  2.162
N  -0.008  -0.283  1.365
C  0.399  -0.096  0.082
O  -0.459  0.154  -0.892
C  1.810  0.001  0.075
C  2.187  0.039  1.404
C  3.517  0.332  1.972
C  -1.345  -0.528  1.812
C  -1.864  0.149  2.925
C  -3.199  -0.060  3.284
C  -4.011  -0.905  2.520
C  -3.493  -1.549  1.388
C  -2.154  -1.373  1.036
H  1.870  -1.021  3.924
H  0.139  -0.632  4.001
H  1.350  0.668  4.077
H  2.438  0.084  -0.810
H  3.500  1.221  2.618
H  3.914  -0.516  2.544
H  4.208  0.540  1.148
H  -1.232  0.845  3.482
H  -3.595  0.451  4.157
H  -5.053  -1.062  2.798
H  -4.119  -2.188  0.765
H  -1.720  -1.874  0.164

(5)
C14H12Cl2N2O4TiTl | wB97M-V/def2-TZVPD

Summary:
Frontier orbital gap (alpha / beta) ... 0.198 / 0.197 hartree
Highest occupied orbital energy (alpha / beta) ... -21.569 / -21.569 eV
DFT total energy ... -2891.9088 hartree
Total charge ... +4
Spin multiplicity ... 2

Atoms and positions in Å:
Tl  -2.731  -4.311  -5.562
Ti  -0.489  -2.225  -1.578
Cl  -2.352  -3.082  -2.605
Cl  1.172  -2.457  -2.993
C  -0.094  -3.591  -0.310
C  -4.845  -4.759  -3.907
C  -1.658  -6.766  -4.853
O  0.149  -4.475  0.437
O  -5.559  -4.689  -3.019
O  -1.147  -7.707  -4.457
C  2.027  2.899  1.356
N  1.440  2.162  0.257
N  0.435  1.279  0.462
C  0.300  0.502  -0.650
O  -0.495  -0.526  -0.672
C  1.220  0.991  -1.604
C  1.966  1.962  -0.970
C  3.153  2.708  -1.434
C  -0.283  1.237  1.694
C  -0.753  2.436  2.240
C  -1.325  2.431  3.514
C  -1.481  1.221  4.207
C  -1.051  0.020  3.627
C  -0.438  0.027  2.373
H  3.011  3.238  1.027
H  2.154  2.280  2.253
H  1.439  3.784  1.618
H  1.322  0.573  -2.597
H  2.940  3.777  -1.584
H  4.019  2.612  -0.762
H  3.452  2.306  -2.408
H  -0.642  3.371  1.686
H  -1.662  3.370  3.955
H  -1.960  1.213  5.187
H  -1.185  -0.924  4.150
H  -0.050  -0.887  1.922

(6)
C14H12ClIrO2 | wB97M-V/def2-TZVPD

Summary:
Frontier orbital gap ... 0.202 hartree
Highest occupied orbital energy ... -15.392 eV
DFT total energy ... -1255.0489 hartree
Total charge ... +2
Spin multiplicity ... 1

Atoms and positions in Å:
Ir  -0.459  0.066  -1.342
C  1.279  -2.391  -3.097
C  0.512  -1.116  -3.089
C  -0.878  -1.078  -3.292
C  -1.587  0.149  -3.252
C  -0.924  1.386  -3.079
C  0.457  1.378  -2.827
C  1.146  0.130  -2.754
H  1.603  -2.574  -4.127
H  0.664  -3.233  -2.788
H  2.169  -2.333  -2.474
H  -1.430  -2.001  -3.417
H  -2.669  0.129  -3.305
H  -1.491  2.304  -2.999
H  0.965  2.287  -2.531
H  2.182  0.121  -2.435
Cl  0.084  0.801  6.868
C  -0.007  0.650  5.184
C  -0.111  1.810  4.400
C  -0.184  1.691  3.040
C  -0.154  0.405  2.449
C  -0.047  -0.755  3.251
C  0.026  -0.631  4.612
C  -0.242  0.278  1.062
O  -0.244  -0.867  0.401
O  -0.348  1.275  0.204
H  -0.132  2.777  4.882
H  -0.265  2.571  2.417
H  -0.023  -1.732  2.787
H  0.108  -1.498  5.251